[1]
Formula: C18H34NO15S2
Source: the Open Molecules 2025 dataset
Level of theory: ωB97M-V/def2-TZVPD

Cartesian coordinates (Å):
N  -0.1823  0.4191  -1.3422
O  0.8586  -0.2210  -1.6293
O  -0.5550  0.5480  -0.1440
O  -0.8731  0.9890  -2.2437
O  2.6039  1.3434  2.6837
C  2.9894  1.3709  1.5494
O  2.3600  2.0713  0.5923
C  2.9139  1.8006  -0.7275
C  3.8977  0.6269  -0.5199
C  4.2360  0.6991  0.9792
H  3.3916  2.7239  -1.0414
H  2.0516  1.4400  -1.2878
H  4.7629  0.8240  -1.1531
H  3.5128  -0.3713  -0.7139
H  5.1596  1.2568  1.1296
H  4.3565  -0.2799  1.4365
O  3.2815  3.3122  -7.1585
C  2.6352  3.4811  -6.1620
O  3.1761  4.0935  -5.0834
C  2.3692  3.8094  -3.9414
C  1.3058  2.7865  -4.3291
C  1.2083  3.0186  -5.8615
H  1.8486  4.7251  -3.6363
H  2.9591  3.4459  -3.1021
H  0.3530  2.9840  -3.8551
H  1.7440  1.7956  -4.2067
H  0.6009  3.9216  -5.9843
H  0.8934  2.2176  -6.5149
O  1.5065  -4.9623  2.9172
C  1.2378  -3.9157  2.4085
O  2.1373  -2.9308  2.2286
C  1.4890  -1.7171  1.7880
C  0.1694  -2.1301  1.2610
C  -0.1457  -3.4287  2.0224
H  2.0742  -1.2095  1.0200
H  1.4423  -1.0374  2.6426
H  0.2407  -2.4184  0.2113
H  -0.6256  -1.3919  1.3055
H  -0.6120  -4.1543  1.3585
H  -0.6907  -3.3572  2.9646
O  -2.5950  2.6194  2.3008
S  -1.6708  2.5100  3.3826
O  -0.9967  3.6797  3.9007
O  -2.4571  1.8061  4.6143
C  -2.3857  2.3672  5.9248
C  -3.3473  3.5685  6.0398
C  -0.4429  1.2167  3.0028
H  -1.3596  2.6039  6.1954
H  -2.7745  1.6426  6.6414
H  -2.9919  4.1937  6.8596
H  -4.3896  3.2698  6.1036
H  -3.2553  4.1514  5.1223
H  0.1515  1.4610  2.1282
H  -1.0685  0.3602  2.7573
H  0.1564  1.0898  3.8981
O  -1.0970  -5.2986  -3.0827
S  -1.9049  -4.1275  -3.3039
O  -2.1794  -3.7767  -4.6594
O  -3.3438  -4.2761  -2.6057
C  -3.4020  -4.5536  -1.2021
C  -4.8395  -4.3735  -0.7732
C  -1.2098  -2.6498  -2.4885
H  -2.7584  -3.8410  -0.6801
H  -3.0722  -5.5558  -0.9230
H  -4.9770  -4.5787  0.2860
H  -5.4857  -5.0169  -1.3769
H  -5.2329  -3.3823  -1.0086
H  -1.0567  -2.9850  -1.4622
H  -1.8782  -1.7983  -2.5456
H  -0.2180  -2.5049  -2.9063

Frontier orbital gap   8.482 eV
Net charge   -1
HOMO   -6.14 eV
LUMO energy   2.345 eV
ΔE to the lowest compared entry with this formula, charge and spin   0.0 kcal/mol



[2]
Formula: C19H28BF4O2Ru
Source: the Open Molecules 2025 dataset
Level of theory: ωB97M-V/def2-TZVPD

Cartesian coordinates (Å):
O  -1.7674  -2.1816  -1.2605
C  -2.3585  -3.0618  -0.2183
C  -3.1412  -3.9415  -1.1759
H  -3.0228  -2.5012  0.4574
H  -1.5983  -3.6199  0.3604
C  -2.5595  -2.9590  -2.2197
H  -4.2228  -3.9264  -1.0307
H  -2.7755  -4.9618  -1.2656
C  -3.6512  -2.1657  -2.9102
H  -4.3029  -1.6481  -2.1920
H  -4.2454  -2.8590  -3.5286
H  -3.2089  -1.4353  -3.5910
C  -1.7106  -3.6723  -3.2492
H  -0.9166  -4.2484  -2.7590
H  -1.2825  -2.9371  -3.9400
H  -2.3584  -4.3501  -3.8321
Ru  1.7426  1.4748  -0.4133
C  3.7909  1.8262  0.0506
C  3.0512  1.7811  1.2777
C  2.5327  0.4689  1.4486
H  2.9753  2.5652  2.0157
C  2.9508  -0.3189  0.3127
C  3.7543  0.5169  -0.5369
H  4.2456  0.2465  -1.4607
H  4.3433  2.6844  -0.3270
H  1.9430  0.1711  2.3067
H  2.7107  -1.3628  0.1472
C  1.7730  3.6218  -0.5994
C  1.6539  3.0406  -1.9062
C  0.3698  2.3784  -1.9744
H  2.3888  3.0903  -2.7098
C  -0.2350  2.4534  -0.6717
C  0.6473  3.2050  0.1880
H  0.4883  3.4500  1.2335
H  2.5435  4.3002  -0.2433
H  -0.0454  1.8815  -2.8421
H  -1.1841  2.0231  -0.3665
O  -2.5213  -0.3672  1.4474
C  -1.2164  -0.3313  0.8025
C  -0.3299  -1.4606  1.3218
H  -0.7481  0.6432  1.0638
H  -1.3618  -0.3960  -0.2803
C  -1.0886  -1.9332  2.5813
H  0.6800  -1.1049  1.5269
H  -0.2827  -2.2651  0.5939
C  -2.2349  -0.9208  2.7706
H  -0.4496  -2.0116  3.4638
H  -1.5728  -2.8975  2.3565
H  -1.8916  -0.1083  3.4276
H  -3.1299  -1.4007  3.1871
F  2.0471  4.5786  2.7568
B  3.3758  5.1232  2.6460
F  3.5578  5.4718  1.2638
F  3.5102  6.2272  3.5086
F  4.3386  4.1249  2.9874

Frontier orbital gap (alpha / beta)   6.958 / 6.702 eV
2S+1   6
HOMO (alpha / beta)   -7.07 / -10.23 eV
LUMO energy (alpha / beta)   -0.116 / -3.526 eV



[3]
Formula: BeH34O21S
Source: the Open Molecules 2025 dataset
Level of theory: ωB97M-V/def2-TZVPD

Cartesian coordinates (Å):
Be  0.8208  2.3520  -1.1638
S  0.0808  -0.2450  -0.0508
O  0.7788  -1.3100  -0.7618
O  0.3828  0.9920  -0.7648
O  -1.3592  -0.4420  0.0642
O  0.6338  -0.1060  1.2392
O  -0.6332  0.5520  3.3202
H  -1.5072  0.2980  3.0262
H  -0.1602  0.3400  2.5032
O  1.3518  2.2380  -2.7448
H  2.2378  2.1150  -3.0718
H  0.9038  2.7140  -3.4458
O  -2.6782  -0.8650  2.3822
H  -2.4642  -0.4450  1.4922
H  -2.0612  -1.5840  2.4912
O  2.4428  1.5360  2.0292
H  1.8018  0.8560  1.9062
H  1.9758  2.0700  2.6982
O  2.8558  -2.5580  -1.0838
H  3.3538  -2.4040  -0.3128
H  2.1618  -1.9810  -0.8518
O  -3.5782  -1.1140  -2.6848
H  -3.0902  -1.5660  -3.3328
H  -3.3362  -1.5640  -1.8928
O  -0.4542  3.4570  -1.1348
H  -0.8512  3.8690  -1.9058
H  -0.9762  3.8700  -0.4068
O  2.0468  2.9510  -0.3198
H  2.5688  3.6580  -0.6558
H  2.4328  2.5990  0.5322
O  1.7108  -1.8310  3.1152
H  0.9028  -2.1850  3.3922
H  1.5228  -1.3740  2.2952
O  -0.1162  2.8990  1.7802
H  -0.7242  3.6070  1.8002
H  -0.6302  2.3280  2.3512
O  -3.2132  1.0400  -0.9838
H  -3.0082  1.0010  -1.9118
H  -2.4942  0.5030  -0.5998
O  3.7428  -1.3450  1.1912
H  3.4648  -0.4200  1.0812
H  3.0288  -1.7500  1.7072
O  0.4438  -3.3890  0.6822
H  0.6408  -2.7110  0.0332
H  1.2848  -3.7020  1.0472
O  1.4788  -1.0230  -3.4988
H  1.1108  -1.8340  -3.7968
H  1.6688  -1.0810  -2.5818
O  -2.4582  -2.8120  -0.6418
H  -2.0772  -1.9570  -0.3678
H  -1.7052  -3.1970  -1.0998
O  -0.4072  -2.8180  -2.3828
H  -0.9402  -2.2450  -2.9448
H  0.1478  -2.2300  -1.7608
O  -2.8302  2.4030  1.6152
H  -3.2532  2.0810  2.4032
H  -2.9692  1.7570  0.9792

Frontier orbital gap   8.039 eV
HOMO   -10.02 eV
LUMO energy   -1.976 eV
ΔE to the lowest compared entry with this formula, charge and spin   16.4 kcal/mol



[4]
Formula: C7H9N
Source: the Open Molecules 2025 dataset
Level of theory: ωB97M-V/def2-TZVPD

Cartesian coordinates (Å):
C  -1.7116  -0.7616  0.6746
C  -2.5857  0.0728  0.1465
C  0.8564  0.3760  0.9815
C  -3.5217  0.5920  -0.5687
C  1.5148  1.4862  0.6636
C  0.5315  -0.7738  0.0937
C  1.6672  -1.4104  -0.6746
N  -0.6288  -1.2269  -0.0231
H  -1.6547  -1.0269  1.7380
H  -4.2626  0.0698  -1.1302
H  -3.6850  1.6377  -0.6507
H  1.7073  2.2212  1.4562
H  1.4873  1.8435  -0.3478
H  1.1617  0.0194  1.9705
H  2.1670  -0.7274  -1.3546
H  1.1629  -2.2436  -1.3870
H  2.3210  -1.8879  0.0361

Frontier orbital gap (alpha / beta)   5.501 / 7.611 eV
2S+1   3
HOMO (alpha / beta)   -4.53 / -9.81 eV
LUMO energy (alpha / beta)   0.966 / -2.198 eV
ΔE to the lowest compared entry with this formula, charge and spin   37.1 kcal/mol



[5]
Formula: C17H29N12O8P
Source: the Open Molecules 2025 dataset
Level of theory: ωB97M-V/def2-TZVPD

Cartesian coordinates (Å):
C  0.1244  5.0450  -0.2290
C  0.3993  4.0915  0.4616
C  0.3748  3.1449  1.6127
C  -0.5058  2.0632  1.5406
C  -1.4408  1.7836  0.3795
C  -1.5527  0.5227  -0.0612
C  -0.5715  1.1458  2.6758
C  0.2399  1.3646  3.7990
P  -0.0198  0.1321  5.1764
O  -0.1976  -1.2429  4.6614
O  1.1433  0.1943  6.2879
O  -1.4666  0.5616  5.8485
C  1.2072  2.5081  3.8589
N  1.9799  2.6879  4.9981
C  2.7549  3.7528  4.9186
C  2.8173  4.6200  3.7558
N  2.0958  4.4936  2.6560
C  1.2661  3.4064  2.7493
H  -0.1562  5.9103  -0.8235
H  -2.0418  2.6003  -0.0603
H  -2.4208  0.1402  -0.6235
H  -0.7059  -0.1720  0.1032
H  -1.2719  0.2937  2.6436
H  2.0237  0.0871  5.8741
H  -1.8350  1.2695  5.2931
H  3.4068  3.9745  5.7821
H  3.5296  5.4671  3.7915
C  -4.1655  0.5477  -3.3616
O  -2.9718  0.4058  -3.1429
N  -5.1243  0.2372  -2.4422
N  -4.6423  1.0273  -4.5436
H  -6.1078  0.3454  -2.6052
H  -4.8132  -0.1202  -1.5576
H  -3.9662  1.2661  -5.2459
H  -5.6177  1.1484  -4.7451
C  -6.0593  -1.9619  -6.4796
O  -6.6778  -1.1396  -5.8255
N  -4.7232  -2.1732  -6.3114
N  -6.6513  -2.7385  -7.4330
H  -4.1939  -2.8429  -6.8365
H  -4.2551  -1.6173  -5.6160
H  -7.6353  -2.6088  -7.5829
H  -6.1610  -3.4195  -7.9809
C  4.1394  -0.5185  3.5148
O  3.5076  0.2967  4.1661
N  5.4799  -0.7029  3.6692
N  3.5489  -1.3151  2.5771
H  6.0156  -1.3679  3.1443
H  5.9449  -0.1325  4.3524
H  2.5560  -1.2056  2.4418
H  4.0442  -1.9952  2.0309
C  2.4455  -0.3114  -1.2156
O  1.4936  0.2584  -0.7134
N  3.5462  -0.6842  -0.4809
N  2.5012  -0.6263  -2.5333
H  4.3462  -1.1520  -0.8684
H  3.5367  -0.4618  0.5006
H  1.7115  -0.3688  -3.0981
H  3.2746  -1.0994  -2.9633
C  2.3130  -4.1927  -1.6607
O  2.9050  -3.8171  -2.6618
N  2.3278  -3.4872  -0.4957
N  1.5900  -5.3490  -1.6271
H  1.8515  -3.7754  0.3388
H  2.8543  -2.6251  -0.4913
H  1.5581  -5.8939  -2.4695
H  1.0974  -5.6749  -0.8173

Frontier orbital gap   7.835 eV
HOMO   -8.16 eV
LUMO energy   -0.323 eV
SMILES   C#Cc1c(C=C)cc(P(=O)(O)O)c2nccnc12.NC(N)=O.NC(N)=O.NC(N)=O.NC(N)=O.NC(N)=O
ΔE to the lowest compared entry with this formula, charge and spin   0.0 kcal/mol